Run w
An isolated ion of composition C2H9N2 and charge +1, computed with wB97M-V/def2-TZVPD.

## Properties
**Structure (SMILES)**: NCC[NH3+]
**Charge**: +1
**Kohn-Sham gap**: 0.34385 Eh

Each line ends with the Löwdin charge.
Atoms and positions in Å:
N -1.618 -1.116 0.188  0.007
C -0.235 -0.713 0.390  -0.287
C -0.120 0.714 -0.101  -0.105
N 1.378 1.022 -0.271  0.197
H -2.022 -0.963 -0.723  0.077
H -1.906 -2.001 0.556  0.083
H -0.117 -0.756 1.477  0.125
H 0.473 -1.478 0.040  0.121
H -0.535 0.819 -1.102  0.137
H -0.489 1.368 0.677  0.139
H 1.597 1.991 -0.480  0.172
H 1.670 0.516 -1.112  0.170
H 1.925 0.596 0.462  0.162



Run x
A 2-piece molecular cluster, C2H9N2 overall, computed with wB97M-V/def2-TZVPD.

## Properties
**Charge**: +1
**Kohn-Sham gap**: 0.43295 Eh

Each line ends with the Löwdin charge.
Atoms and positions in Å:
N 1.271 1.012 1.802  0.038
H 0.545 0.621 0.140  0.088
H 0.604 1.210 2.531  0.051
H 2.082 1.592 1.950  0.051
H 1.578 0.055 1.887  0.046
C -1.413 -1.507 -1.202  0.081
C -1.118 -0.315 -0.714  -0.150
N 0.225 0.278 -0.807  0.163
H -0.644 -2.209 -1.505  0.083
H -2.392 -1.931 -1.024  0.087
H -1.842 0.463 -0.503  0.126
H 0.954 -0.360 -1.142  0.172
H 0.151 1.089 -1.412  0.166



Run y
A 2-piece molecular cluster, C2H9N2 overall, computed with wB97M-V/def2-TZVPD.

## Properties
**Charge**: +1
**Kohn-Sham gap**: 0.38851 Eh

Each line ends with the Löwdin charge.
Atoms and positions in Å:
N 0.650 0.507 2.007  0.043
H 1.123 -0.174 2.603  0.069
H 0.086 1.035 2.665  0.069
H 1.445 1.072 1.710  0.064
H 0.187 -0.009 0.493  0.086
C 0.073 0.487 -1.642  -0.016
C -1.020 -1.326 -0.485  0.163
N -0.265 -0.292 -0.453  -0.036
H 0.474 -0.176 -2.410  0.107
H 0.785 1.262 -1.372  0.098
H -0.792 0.998 -2.063  0.108
H -1.058 -1.900 -1.404  0.121
H -1.688 -1.484 0.352  0.124



Relative energies, kJ/mol: run w 14.5; run x 0.0; run y 39.9.



Run w
A 2-piece molecular cluster, C2H9N2 overall, computed with wB97M-V/def2-TZVPD.

## Properties
**Charge**: +1
**Kohn-Sham gap**: 0.42493 Eh

Each line ends with the Löwdin charge.
Atoms and positions in Å:
N -1.249 1.743 0.736  0.111
H -0.980 2.624 0.329  0.093
H -0.657 0.843 -0.171  0.085
H -1.011 1.493 1.682  0.090
H -2.267 1.708 0.670  0.101
C 1.223 -2.024 -0.284  0.057
C 0.609 -0.947 0.150  -0.188
N 0.102 0.088 -0.767  0.084
H 1.519 -2.166 -1.320  0.083
H 1.606 -2.770 0.399  0.081
H 0.389 -0.843 1.202  0.108
H -0.194 -0.408 -1.605  0.146
H 0.910 0.659 -1.021  0.148



Run x
An isolated ion of composition C2H9N2 and charge +1, computed with wB97M-V/def2-TZVPD.

## Properties
**Structure (SMILES)**: C[C@H](N)[NH3+]
**Charge**: +1
**Kohn-Sham gap**: 0.37787 Eh

Each line ends with the Löwdin charge.
Atoms and positions in Å:
C 0.343 1.505 -0.169  0.054
C -0.522 -0.166 -0.264  -0.340
N -1.146 -0.542 0.898  0.048
N 0.743 -0.993 -0.347  0.156
H 0.816 1.630 0.802  0.063
H -0.564 1.975 -0.651  0.095
H 1.193 1.223 -0.741  0.017
H -1.188 -0.253 -1.147  0.159
H -2.116 -0.798 0.793  0.106
H -0.784 -0.258 1.818  0.123
H 0.624 -1.982 -0.405  0.146
H 1.226 -0.582 0.554  0.206
H 1.375 -0.759 -1.140  0.168



Relative energies, kJ/mol: run w 0.0; run x 146.4.